C19H22N4O4S | wB97M-V/def2-TZVPD

XYZ file:
```
50
Properties=species:S:1:pos:R:3:forces:R:3:nbo_charge:R:1
C 4.63121 -1.96236 -3.99888 0.095 0.009 -0.032 -0.243
O 3.51368 -2.23206 -3.19653 -0.280 -0.011 0.143 -0.543
C 3.85327 -2.74784 -1.92996 -0.034 -0.181 0.202 -0.054
C 2.57728 -2.97911 -1.12903 0.211 0.371 -0.243 -0.419
C 1.85465 -1.66653 -0.84177 0.086 -0.125 -0.256 -0.219
N 0.66053 -1.91910 -0.07267 0.103 -0.322 0.203 -0.586
C -0.40947 -1.10768 -0.12670 -0.267 0.525 -0.749 0.362
N -0.42828 -0.10213 -0.97437 0.307 -0.432 0.262 -0.497
C -1.55762 0.63714 -1.06646 -0.479 -0.115 0.246 0.206
C -1.59277 1.75727 -1.91372 -0.127 0.091 -0.017 -0.222
C -2.73690 2.50596 -2.01094 0.177 0.029 -0.084 -0.211
C -3.88268 2.16463 -1.28068 -0.238 -0.050 0.131 -0.242
C -3.87643 1.07671 -0.44477 0.006 0.137 -0.090 -0.182
C -2.71213 0.30766 -0.31493 0.291 0.184 -0.385 0.044
N -2.66477 -0.70115 0.59803 0.388 -0.580 0.206 -0.401
C -1.55581 -1.36280 0.71763 -0.668 0.670 -0.622 0.330
N -1.45643 -2.29989 1.74874 0.492 -0.280 0.652 -0.851
S -0.36804 -1.87754 2.99994 -0.118 0.087 0.150 2.304
O 0.90381 -2.46902 2.69454 0.085 0.258 -0.054 -0.944
O -1.01198 -2.25956 4.21742 -0.300 0.156 -0.009 -0.921
C -0.28910 -0.11159 2.78720 0.062 -0.731 0.271 -0.400
C 0.81114 0.46081 2.17215 0.150 0.126 0.060 -0.166
C 0.73706 1.76212 1.72778 -0.126 0.124 0.028 -0.270
C -0.45230 2.48893 1.86517 0.147 -0.205 0.042 0.418
O -0.45400 3.72220 1.31973 0.310 -0.239 0.067 -0.498
C -1.66258 4.44963 1.28364 -0.260 0.143 -0.017 -0.260
C -1.53537 1.91456 2.53245 -0.038 0.150 0.003 -0.321
C -1.44873 0.61164 2.98660 0.035 0.130 0.152 -0.149
H 5.28790 -1.21715 -3.53144 -0.012 -0.015 -0.036 0.163
H 4.25239 -1.57132 -4.94073 0.095 0.006 -0.027 0.195
H 5.21593 -2.87169 -4.18948 -0.013 0.035 -0.012 0.163
H 4.40236 -3.69616 -2.04666 -0.028 0.123 0.033 0.168
H 4.51145 -2.03974 -1.40044 -0.011 -0.061 -0.036 0.158
H 2.83148 -3.47078 -0.18827 0.031 -0.099 0.013 0.207
H 1.91855 -3.63335 -1.70024 -0.033 -0.086 0.043 0.217
H 1.55708 -1.18229 -1.77282 0.134 -0.015 0.128 0.241
H 2.52540 -0.98627 -0.29962 -0.001 0.067 -0.080 0.176
H 0.75529 -2.52086 0.73545 -0.029 0.027 -0.191 0.428
H -0.70373 2.00242 -2.47276 0.112 0.020 -0.065 0.223
H -2.76273 3.36986 -2.65931 0.022 0.058 -0.063 0.214
H -4.77395 2.76739 -1.37865 -0.077 0.021 -0.001 0.214
H -4.74402 0.79881 0.13361 -0.094 -0.032 0.075 0.222
H -2.36602 -2.47533 2.15927 -0.079 0.011 0.106 0.427
H 1.70249 -0.13114 2.04112 0.138 -0.028 -0.113 0.244
H 1.56834 2.23259 1.22889 0.117 0.041 -0.065 0.233
H -2.44528 3.88964 0.76310 0.034 0.000 0.018 0.191
H -2.00199 4.71475 2.28939 0.018 -0.021 -0.030 0.177
H -1.43808 5.35901 0.72916 -0.063 -0.049 0.050 0.204
H -2.45482 2.45879 2.67164 -0.084 0.072 -0.004 0.231
H -2.28527 0.14189 3.47922 -0.187 0.005 -0.005 0.240
```
Forces are in eV/Å.

Calculated values
HOMO   -8.04 eV
LUMO level   0.002 eV
Frontier orbital gap   8.0 eV
Total charge   0

=====

C4H13N3S | wB97M-V/def2-TZVPD

XYZ file:
```
21
Properties=species:S:1:pos:R:3:forces:R:3:nbo_charge:R:1
C 2.35301 -0.47168 -0.29638 -0.133 1.856 -0.334 -0.063
C 2.03681 -0.76834 -1.59283 -0.219 -0.508 0.686 0.023
N 1.67379 -2.02433 -2.01686 0.571 -0.133 -1.232 -0.792
N 2.56753 0.90131 0.06061 -1.410 -0.789 -0.066 -0.862
H 2.62558 -1.24790 0.39933 -0.348 -0.369 0.316 0.193
H 2.16702 0.02297 -2.31081 -0.453 0.112 -0.279 0.235
H 1.89657 -2.28905 -2.98430 -0.284 0.524 0.708 0.392
H 1.88602 -2.78692 -1.39888 -0.095 -0.066 0.356 0.383
H 3.27656 0.97023 0.76046 0.376 0.075 0.511 0.365
H 0.45831 -0.01111 -0.49190 0.197 0.635 1.460 0.108
H 1.64897 1.27435 0.47596 1.319 -0.180 -0.696 0.405
C -2.64151 0.39603 0.38654 -0.253 0.356 0.798 -0.225
C -1.96633 1.66787 0.94094 -0.629 0.377 -0.283 -0.553
S -0.24283 1.31594 1.39990 0.180 -0.699 -1.153 -0.275
N -2.56820 -0.76101 1.26488 0.216 -0.292 0.787 -0.839
H -2.18680 0.18031 -0.56382 0.362 -0.345 -0.449 0.184
H -3.70082 0.54218 0.18763 -0.156 0.386 -0.046 0.189
H -2.54167 2.05063 1.81200 0.602 -0.515 -0.014 0.213
H -2.04878 2.52026 0.24084 0.288 -0.548 -0.046 0.207
H -3.09028 -0.59565 2.13881 0.165 0.034 -0.710 0.345
H -1.60297 -0.88606 1.58788 -0.296 0.090 -0.313 0.367
```
Forces are in eV/Å.

Calculated values
HOMO   -7.83 eV
LUMO level   -0.554 eV
Frontier orbital gap   7.3 eV
Total charge   0

=====

CH4NOPS2 | wB97M-V/def2-TZVPD

XYZ file:
```
10
Properties=species:S:1:pos:R:3:forces:R:3:nbo_charge:R:1
N 1.46916 -0.39524 0.22549 0.407 -2.511 -1.181 -1.201
P -0.18224 -0.18079 0.46769 0.883 0.045 0.740 1.180
S -0.87166 -1.79072 1.26379 -0.691 0.137 -0.036 -0.528
S -0.49552 1.64775 1.49522 0.068 -0.669 -0.094 -0.242
C -0.84631 0.07253 -1.26806 -0.564 -2.678 -1.989 0.132
O -1.70002 0.84213 -1.58179 0.452 0.493 0.324 -0.480
H 2.20976 -0.27615 0.87598 0.181 1.638 1.114 0.419
H 1.61154 -1.45001 0.18434 -0.816 1.407 -0.654 0.409
H -0.57546 2.41337 0.40372 0.024 0.005 -0.275 0.165
H -0.61926 -0.88288 -2.06637 0.056 2.131 2.051 0.144
```
Forces are in eV/Å.

Calculated values
HOMO   -9.23 eV
LUMO level   -0.044 eV
Frontier orbital gap   9.2 eV
Total charge   0

=====

C4H12N4 | wB97M-V/def2-TZVPD

XYZ file:
```
20
Properties=species:S:1:pos:R:3:forces:R:3:nbo_charge:R:1
H -0.82685 -3.46213 0.96339 0.365 0.305 0.433 0.360
N -0.41405 -2.66793 0.47951 0.175 0.645 -0.180 -0.668
C -0.77963 -1.54846 0.94643 -3.584 0.024 -0.598 0.264
N -0.75128 -0.28411 0.19634 1.914 -3.246 1.008 -0.307
N -1.38472 0.84048 0.71389 -0.120 0.286 0.732 -0.653
C 0.66906 -0.21377 0.02792 2.290 3.839 -4.507 0.093
C 1.43669 0.57654 1.08128 -0.267 -0.536 -0.066 -0.649
N 1.03410 0.58659 -1.40503 0.171 -0.938 2.116 -0.653
C -0.12791 1.09169 -2.08679 -0.993 -0.482 0.144 -0.424
H -1.49385 -1.43195 1.76834 0.142 -0.171 0.443 0.136
H -1.13515 1.06780 1.67883 0.009 -0.203 -0.161 0.342
H -2.39215 0.72828 0.64743 0.282 -0.086 -0.117 0.370
H 1.12293 -1.16130 -0.25555 -0.623 -0.139 0.823 0.239
H 2.49081 0.55896 0.83434 0.134 -0.002 -0.063 0.234
H 1.31760 0.14737 2.07979 -0.061 -0.002 0.086 0.195
H 1.11370 1.61160 1.07838 -0.072 0.143 0.022 0.223
H 1.49216 -0.09024 -2.01006 -0.140 -0.053 0.244 0.341
H -0.54634 1.92523 -1.52337 0.133 0.254 -0.241 0.194
H 0.12358 1.38827 -3.11217 -0.048 0.011 0.265 0.196
H -0.94869 0.33707 -2.10289 0.292 0.350 -0.381 0.167
```
Forces are in eV/Å.

Calculated values
HOMO   -8.26 eV
LUMO level   0.861 eV
Frontier orbital gap   9.1 eV
Total charge   0

=====

C4H8NS | wB97M-V/def2-TZVPD

XYZ file:
```
14
Properties=species:S:1:pos:R:3:forces:R:3:mulliken_spin:R:1
C -1.14788 0.02304 1.26952 -2.964 -0.361 -4.282 -0.022
C 1.62022 -1.19188 -0.26827 1.416 -2.824 -1.464 0.691
C 0.45344 1.22494 -0.60062 1.075 -3.615 2.478 0.075
C -1.00265 -0.89380 0.04590 -1.672 2.336 1.281 0.876
N -0.86098 0.54325 -0.18154 0.664 2.487 -0.059 -0.009
S 1.88282 0.29095 0.35577 -1.249 2.455 0.081 0.263
H -2.06353 0.53934 1.62780 0.247 -1.048 -0.363 0.033
H -0.43852 -0.10645 1.97877 2.668 0.239 1.731 0.014
H 1.94980 -2.08708 0.31973 -0.372 1.045 -0.616 -0.001
H 1.60266 -1.29270 -1.38216 -0.252 -0.133 0.994 0.027
H 0.69590 1.09213 -1.60638 -0.220 -0.489 -1.740 0.000
H 0.52749 2.22481 -0.34779 -0.472 1.948 0.835 0.000
H -1.54803 -1.52550 -0.64030 -0.098 -0.221 0.313 0.030
H -1.67075 1.15893 -0.57043 1.229 -1.817 0.812 0.023
```
Forces are in eV/Å.

Calculated values
Multiplicity   3
HOMO (spin up / spin down)   -11.44 / -14.28 eV
LUMO level (spin up / spin down)   -3.421 / -6.363 eV
Frontier orbital gap (spin up / spin down)   8.0 / 7.9 eV
Total charge   +1

=====

C9H12BrSSi | wB97M-V/def2-TZVPD

XYZ file:
```
24
Properties=species:S:1:pos:R:3:forces:R:3:nbo_charge:R:1
C 1.74158 -2.00425 -2.85454 -2.134 0.426 0.208 -0.245
C 1.69972 -1.52171 -1.47923 -0.798 0.714 0.671 -0.330
C 0.76703 -1.90095 -3.79643 1.165 1.593 3.517 -0.124
C 0.73450 -0.85576 -0.90183 -0.459 0.617 0.019 -0.308
C -0.35811 -0.95679 -3.65668 0.085 0.902 -0.393 -0.352
C -1.60952 -1.38547 -3.61294 -0.732 -0.504 0.186 -0.139
C 0.66824 0.96111 1.71002 1.135 -1.542 0.340 -1.085
C -1.81468 -0.71382 0.73319 2.894 0.069 -1.338 -1.056
C -0.66991 1.98008 -0.70636 -2.140 -2.675 0.415 -1.048
Si -0.25686 0.24551 0.12728 -0.708 1.377 0.630 1.511
S 0.05115 0.73569 -3.93094 0.056 -0.362 -0.077 -0.440
Br -3.15847 -0.41269 -3.16905 0.135 -0.069 0.018 -0.002
H 2.63322 -2.48587 -3.00138 1.953 -1.502 -1.128 0.184
H 2.50543 -1.66628 -0.74925 0.541 -0.488 -0.673 0.204
H 0.92928 -2.29108 -4.72364 0.388 -1.155 -2.437 0.199
H 1.79365 0.97235 1.61574 -0.975 -0.439 -0.060 0.223
H 0.47519 1.99727 1.86387 -0.685 0.923 -0.058 0.222
H 0.42977 0.44985 2.68554 0.207 0.254 -0.961 0.216
H -1.67524 -1.68682 1.11407 0.811 -1.120 0.800 0.225
H -2.27177 -0.13724 1.42890 -1.575 1.813 2.342 0.210
H -2.47409 -0.89099 -0.03828 -1.520 0.043 -2.084 0.242
H 0.21467 2.46452 -0.90134 2.097 1.365 -0.237 0.223
H -1.23006 1.95962 -1.62024 0.131 -0.706 -0.919 0.263
H -1.37798 2.54896 -0.13360 0.127 0.466 1.219 0.210
```
Forces are in eV/Å.

Calculated values
HOMO (spin up / spin down)   -3.09 / -3.28 eV
LUMO level (spin up / spin down)   2.897 / 3.249 eV
Frontier orbital gap (spin up / spin down)   6.0 / 6.5 eV
Total charge   -1

=====

Q: What is the total charge in the fourth record?
A: 0

=====

Q: What is the total charge in the third record?
A: 0